No. 1
ORCA calculation (wB97M-V/def2-TZVPD) on a molecular structure, C21H17BCo2O12.

Positions of all 53 atoms, in Å:
Co 2.819 0.230 -1.664
Co 1.060 2.811 -1.254
O 0.987 -0.926 2.150
O 0.207 1.201 1.960
O -1.010 -1.936 1.515
O 3.181 0.991 1.125
O 5.268 -0.309 -3.101
O 0.862 3.901 1.436
O 1.481 -2.148 -2.766
O 3.836 3.669 -1.374
O -0.127 4.599 -3.193
O 3.216 -1.870 0.465
O 0.998 -2.438 0.355
O -2.001 -2.274 -0.528
C -1.836 -2.563 0.648
C 1.260 1.337 -2.229
C 0.108 1.328 -1.436
C -4.735 2.306 -0.945
C -3.360 0.290 -0.998
C 2.009 -1.261 -2.225
C -3.610 3.008 -0.474
C -2.204 0.985 -0.635
C -4.609 0.928 -1.185
C -2.389 2.336 -0.331
C 1.059 0.351 4.098
C 4.268 -0.081 -2.562
C 2.319 -2.687 0.454
C 2.997 0.576 0.056
C 0.700 0.300 2.635
C -0.793 0.331 -0.848
C 0.297 3.875 -2.387
C -2.545 -3.624 1.416
C 2.735 3.317 -1.287
C 2.655 -4.142 0.489
C 0.889 3.253 0.466
B 0.259 -1.496 1.099
H -3.225 -0.760 -1.227
H 0.152 0.251 4.716
H -1.515 2.840 0.072
H 1.465 1.314 4.430
H 3.308 -4.344 -0.361
H 1.830 -4.820 0.317
H 1.199 1.316 -3.362
H 3.122 -4.436 1.436
H -5.699 2.828 -1.010
H -0.244 -0.200 0.011
H -1.074 -0.443 -1.631
H -5.488 0.344 -1.518
H 1.796 -0.431 4.348
H -1.869 -4.350 1.895
H -3.657 4.054 -0.111
H -3.259 -4.134 0.792
H -3.092 -3.195 2.259

HOMO energy	-7.802	eV
charge	0
Kohn-Sham gap	6.633	eV

***

No. 2
ORCA calculation (wB97M-V/def2-TZVPD) on a molecular structure, CH5NO3S2.

Positions of all 12 atoms, in Å:
S -0.244 0.639 -0.275
S -1.743 -0.242 1.879
O -0.743 1.887 0.195
O -1.003 -0.054 -1.243
O 0.014 -1.704 0.557
N -0.074 -0.399 1.076
C 1.456 0.844 -1.006
H -1.689 -1.548 2.203
H 1.196 0.703 -2.006
H -0.764 -1.875 -0.149
H 1.923 -0.062 -0.693
H 1.672 1.811 -0.538

HOMO energy	-9.671	eV
charge	0
Kohn-Sham gap	9.942	eV

***

No. 3
ORCA calculation (wB97M-V/def2-TZVPD) on 14 unconnected molecules or ions with the total composition C51H78O33S9.

Positions of all 171 atoms, in Å:
S -3.134 3.626 -5.470
S 4.538 -1.007 -2.148
S 5.333 0.693 2.781
S 1.159 -0.056 0.295
S -1.318 3.964 4.554
S -4.560 -3.769 -2.279
S 4.898 -6.313 2.476
S -5.166 2.054 2.852
S 0.739 -2.454 4.649
O -0.144 0.062 0.943
O -5.292 0.388 2.805
O 5.615 -4.849 2.233
O 3.825 0.303 -2.275
O -4.790 -4.589 -0.845
O 1.309 -3.348 3.608
O 5.575 -0.917 -0.884
O 6.087 -0.454 2.370
O 2.194 1.009 0.362
O -2.704 4.836 -4.732
O -1.934 3.341 -6.600
O 0.901 -3.111 6.262
O -0.677 -2.061 4.568
O -3.921 2.504 2.247
O 0.310 3.471 4.416
O -1.787 2.345 4.560
O 5.862 -7.407 2.369
O 4.092 -6.254 3.684
O 3.808 -2.264 -2.077
O -1.738 4.494 5.834
O -2.732 2.179 -4.749
O 6.481 1.606 3.646
O -6.138 -3.622 -2.629
O 3.989 -6.153 1.094
O 0.969 -0.617 -1.304
O -6.517 2.521 2.484
O -3.994 -4.607 -3.280
O -3.989 -2.450 -2.062
O 5.793 -1.188 -3.189
O -1.741 4.676 3.341
O 4.015 0.631 3.394
O 1.721 -1.181 4.983
O -4.515 3.686 -5.966
C 0.185 -5.290 1.376
C 0.507 3.614 -3.559
C -3.807 -0.450 0.947
C -6.780 0.931 -2.268
C -4.605 1.642 -1.809
C -1.383 2.049 -6.541
C -0.887 -1.539 -6.788
C 2.024 6.877 0.888
C -6.182 -4.598 -0.460
C 0.835 4.897 -3.902
C -6.426 2.964 -1.057
C 1.310 2.922 -2.703
C 1.936 -1.497 0.964
C -0.959 1.560 3.701
C -0.315 -5.973 -0.907
C 3.629 -4.839 0.983
C 1.676 5.626 0.426
C 2.633 6.991 2.185
C 2.172 -1.124 6.297
C -1.358 -0.084 -2.104
C 1.978 4.477 1.121
C -0.239 -1.105 -1.739
C -1.270 -4.935 -0.956
C -3.237 -2.415 -5.515
C 5.326 2.472 5.695
C 1.912 -2.482 6.979
C 6.898 -1.424 -1.172
C 2.660 4.621 2.295
C -5.052 2.127 4.711
C -1.568 -4.198 0.160
C -7.239 2.023 -1.605
C 5.106 1.842 1.349
C -6.947 -4.369 -1.798
C 6.016 2.809 4.317
C 2.469 3.457 -2.207
C 0.301 -6.230 0.317
C -4.070 -0.326 2.443
C -0.869 -4.350 1.361
C 2.082 5.436 -3.545
C -0.822 -2.199 -5.633
C 2.960 5.835 2.891
C 6.817 -1.957 -2.615
C 2.860 4.721 -2.642
C -2.243 1.253 -5.617
C -3.326 -1.751 -6.742
C 4.742 -3.980 1.493
C -5.443 0.762 -2.401
C -5.036 2.706 -1.082
C -2.140 -1.385 -7.375
C -1.983 -2.578 -4.948
C 0.416 2.141 3.981
H 1.743 -2.439 8.055
H 0.865 1.453 4.697
H 2.774 -3.137 6.847
H -7.112 -5.363 -2.215
H -1.315 1.578 -7.521
H 3.073 2.957 -1.464
H -0.089 -1.684 -2.650
H 1.938 -0.238 6.887
H 1.577 3.496 0.916
H -0.605 -1.907 -1.098
H 6.811 3.518 4.547
H 5.076 1.413 5.642
H 3.469 -4.633 -0.075
H 6.077 2.715 6.447
H -7.501 0.246 -2.690
H -1.127 0.510 3.941
H 2.335 6.388 -3.987
H 4.547 2.740 1.611
H 5.362 -3.766 0.622
H 1.131 5.527 -0.501
H -6.812 3.883 -0.642
H -6.276 -3.789 0.265
H -1.690 -4.599 -1.892
H -3.030 0.680 -6.107
H -1.137 -3.710 2.188
H -4.204 -1.388 -7.257
H 3.835 5.084 -2.354
H -4.298 1.445 5.105
H -4.813 3.135 5.050
H -4.628 -0.929 0.413
H -0.312 2.032 -6.340
H 2.682 -4.783 1.521
H 5.331 3.352 3.666
H 6.096 2.193 1.057
H -4.120 -2.696 -4.961
H -2.085 -0.788 -8.273
H -3.873 0.571 0.570
H -2.196 -0.769 -2.234
H -8.302 2.174 -1.482
H 6.577 -3.014 -2.504
H -3.561 1.494 -2.040
H -4.313 -1.325 2.804
H 4.458 -3.036 1.958
H 0.927 -7.107 0.242
H 1.783 7.741 0.285
H -3.179 0.072 2.930
H 4.642 1.210 0.591
H 0.130 5.393 -4.552
H -0.420 3.192 -3.917
H 2.821 3.700 2.835
H 1.155 -2.257 0.962
H 2.730 -1.808 0.284
H 1.037 1.956 -2.305
H -1.255 1.595 2.652
H 3.257 -1.088 6.201
H -2.810 -0.857 0.781
H 3.558 5.910 3.787
H 7.709 -0.710 -1.029
H -0.053 -6.673 -1.687
H 0.732 -5.382 2.302
H 2.765 7.950 2.663
H -7.870 -3.891 -1.470
H -1.514 0.744 -1.413
H -2.288 -3.406 0.017
H 2.224 -1.278 1.992
H -0.069 -1.007 -7.252
H -1.771 -3.194 -4.086
H 4.468 3.138 5.598
H 0.088 -2.416 -5.092
H -1.695 0.470 -5.095
H -6.435 -5.501 0.096
H -4.937 0.020 -3.001
H 7.696 -1.942 -3.260
H -6.049 1.798 5.005
H -4.380 3.471 -0.692
H 1.120 2.024 3.156
H 7.033 -2.280 -0.512
H -1.194 0.427 -3.053

HOMO energy (spin up / spin down)	-10.312 / -10.312	eV
charge	+1
2S+1	2
Kohn-Sham gap (spin up / spin down)	6.712 / 2.095	eV